ORCA calculation (wB97M-V/def2-TZVPD) on an isolated molecule of C4H4N2O.

```
! RIJCOSX wB97M-V def2-TZVPD def2/J DEFGRID3
* xyz 0 1
N -0.424 2.480 0.292
C -0.305 1.423 -0.296
C -0.181 0.306 -0.999
C 0.513 -0.876 -0.522
C 0.350 -1.528 0.651
N -0.740 -1.336 1.529
O -1.238 -0.225 1.524
H 0.356 3.131 0.222
H -0.466 0.374 -2.043
H 1.218 -1.320 -1.227
H 0.918 -2.427 0.869
*
```

Computed properties:
Total energy, eV: -9236.077
Structure (SMILES): N=C=C/C=C\N=O
HOMO level, eV: -8.707

Atomic partial charges in e from the natural (NBO) method, atoms 1 to 2: -0.604, 0.522


ORCA calculation (wB97M-V/def2-TZVPD) on an isolated molecule of C4H4N2O at a distorted geometry.

```
! RIJCOSX wB97M-V def2-TZVPD def2/J DEFGRID3
* xyz 0 1
N -0.878 -0.349 2.669
C -0.797 0.191 1.650
C -0.762 0.890 0.347
O 0.513 1.002 -0.233
C 1.160 -0.177 -0.657
C 0.268 -1.205 -1.228
N -0.417 -2.030 -1.661
H -1.097 1.919 0.500
H -1.470 0.390 -0.326
H 1.859 0.138 -1.436
H 1.733 -0.639 0.157
*
```

Computed properties:
Total energy, eV: -9238.814
Structure (SMILES): N#CCOCC#N
HOMO level, eV: -11.663

Atomic partial charges in e from the natural (NBO) method, atoms 1 to 2: -0.283, 0.230


ORCA calculation (wB97M-V/def2-TZVPD) on an isolated molecule of C4H4N2O2 at a distorted geometry.

```
! RIJCOSX wB97M-V def2-TZVPD def2/J DEFGRID3
* xyz 0 1
C 0.455 0.534 -0.053
C -0.734 1.098 -0.576
C -1.789 -0.917 -0.466
C 0.460 -0.918 0.245
H 2.379 1.893 -0.181
H -0.757 2.141 -0.630
H -2.705 -1.413 -0.125
H 2.073 -0.633 1.319
N -0.714 -1.708 -0.212
N 1.378 -1.471 1.008
O 1.881 0.881 0.093
O -1.927 0.514 -0.421
*
```

Computed properties:
Total energy, eV: -11283.320
Structure (SMILES): [H]/N=c1/ncocc1O
HOMO level, eV: -8.940

Atomic partial charges in e from the natural (NBO) method, atoms 1 to 2: 0.197, 0.060


ORCA calculation (wB97M-V/def2-TZVPD) on an isolated molecule of C4H4N2O2 at a distorted geometry.

```
! RIJCOSX wB97M-V def2-TZVPD def2/J DEFGRID3
* xyz 0 1
C -1.366 -1.069 -0.172
C -0.077 -0.362 -0.099
C 1.535 1.002 -0.127
C 2.010 -0.254 0.172
H -1.805 1.373 0.124
H -1.281 -2.119 -0.216
H 2.047 1.960 0.075
H 2.990 -0.658 0.419
N -2.526 -0.522 -0.098
N 0.169 0.875 -0.365
O -2.667 0.863 0.236
O 0.971 -1.089 0.052
*
```

Computed properties:
Total energy, eV: -11285.120
Structure (SMILES): O/N=C\c1ncco1
HOMO level, eV: -9.482

Atomic partial charges in e from the natural (NBO) method, atoms 1 to 2: -0.061, 0.429


ORCA calculation (wB97M-V/def2-TZVPD) on an isolated molecule of C4H4N2O2 at a distorted geometry.

```
! RIJCOSX wB97M-V def2-TZVPD def2/J DEFGRID3
* xyz 0 1
C -1.102 -0.215 0.082
C -0.964 1.263 0.321
C 1.168 -0.477 -0.058
C -0.101 -1.086 -0.015
H -2.165 -1.837 -0.080
H -1.841 1.850 0.974
H 3.046 -0.468 0.131
H -0.205 -2.187 -0.350
N 0.156 1.902 -0.046
N 2.249 -1.148 0.332
O -2.471 -0.817 -0.156
O 1.262 0.874 -0.427
*
```

Computed properties:
Total energy, eV: -11283.176
Structure (SMILES): [H]/N=c1/cc(O)cno1
HOMO level, eV: -9.479

Atomic partial charges in e from the natural (NBO) method, atoms 1 to 2: 0.279, -0.027


ORCA calculation (wB97M-V/def2-TZVPD) on an isolated molecule of C4H4N2O2 at a distorted geometry.

```
! RIJCOSX wB97M-V def2-TZVPD def2/J DEFGRID3
* xyz 0 1
C -0.586 0.286 0.692
C -0.183 -0.882 0.031
C -0.550 -2.035 0.607
C 0.433 -0.696 -1.187
H 1.482 1.267 -1.115
H -0.141 2.305 1.086
H -1.078 -1.481 1.455
H -0.371 -3.031 0.185
N 0.296 1.418 0.558
N 0.621 -0.488 -2.372
O 1.584 1.296 0.071
O -1.709 0.502 1.207
*
```

Computed properties:
Total energy, eV: -11282.880
Structure (SMILES): C=C(C#N)C(=O)NO
HOMO level, eV: -9.978

Atomic partial charges in e from the natural (NBO) method, atoms 1 to 2: 0.605, -0.317


ORCA calculation (wB97M-V/def2-TZVPD) on an isolated molecule of C4H4N2O2 at a distorted geometry.

```
! RIJCOSX wB97M-V def2-TZVPD def2/J DEFGRID3
* xyz 0 1
C -0.721 -1.120 -0.254
C -1.413 -0.174 0.250
C -0.036 1.719 -0.143
C 1.609 -0.738 0.461
H -1.211 -1.941 -1.148
H -2.638 -0.232 0.059
H -0.759 2.418 -0.781
H 2.208 -1.236 1.273
N 1.123 1.374 -0.558
N 1.974 0.510 0.256
O 0.669 -1.470 -0.211
O -0.806 0.889 0.796
*
```

Computed properties:
Total energy, eV: -11282.393
Structure (SMILES): c1cocnnco1
HOMO level, eV: -9.445

Atomic partial charges in e from the natural (NBO) method, atoms 1 to 2: 0.080, 0.019


ORCA calculation (wB97M-V/def2-TZVPD) on an isolated molecule of C4H4N2O2 at a distorted geometry.

```
! RIJCOSX wB97M-V def2-TZVPD def2/J DEFGRID3
* xyz 0 1
O 1.126 -0.462 -2.263
O -2.212 -1.103 0.510
C 0.579 -0.247 -1.185
C -1.140 -0.623 0.284
C 1.175 0.694 -0.286
C 0.602 0.861 0.964
N -0.601 -0.814 -0.932
N -0.522 0.112 1.256
H 2.117 1.235 -0.552
H 1.016 1.624 1.662
H -1.064 -1.470 -1.557
H -1.076 0.194 2.101
*
```

Computed properties:
Total energy, eV: -11288.477
Structure (SMILES): O=c1cc[nH]c(=O)[nH]1
HOMO level, eV: -9.424

Atomic partial charges in e from the natural (NBO) method, atoms 1 to 2: -0.603, -0.623


ORCA calculation (wB97M-V/def2-TZVPD) on an isolated molecule of C4H4N2OS at a distorted geometry.

```
! RIJCOSX wB97M-V def2-TZVPD def2/J DEFGRID3
* xyz 0 1
C 1.142 0.244 0.040
C 0.100 -0.589 -0.305
C -1.362 -0.528 -0.287
C -2.016 0.492 0.311
H 2.528 1.890 0.975
H -1.904 -1.312 -0.808
H -1.445 1.211 0.925
H -3.092 0.606 0.240
N 2.289 -0.482 -0.259
N 1.971 -1.619 -0.866
O 0.603 -1.639 -0.958
S 1.187 1.726 0.993
*
```

Computed properties:
Total energy, eV: -20072.884
Structure (SMILES): C=Cc1onnc1S
HOMO level, eV: -8.918

Atomic partial charges in e from the natural (NBO) method, atoms 1 to 2: -0.110, 0.230


ORCA calculation (wB97M-V/def2-TZVPD) on an isolated molecule of C4H4N2OS at a distorted geometry.

```
! RIJCOSX wB97M-V def2-TZVPD def2/J DEFGRID3
* xyz 0 1
C 0.609 -0.145 0.871
C -0.313 -0.377 -0.160
C 0.327 0.260 -2.346
C -1.651 -0.708 -0.063
H -0.536 0.245 2.692
H 1.171 0.853 2.778
H 1.663 -0.392 0.396
H 0.898 -0.103 -3.173
N 0.419 0.292 2.219
N -2.758 -0.993 0.090
O 0.437 -0.674 -1.306
S -0.266 1.742 -1.996
*
```

Computed properties:
Total energy, eV: -20072.713
Structure (SMILES): N#C/C(=C\N)OC=S
HOMO level, eV: -8.587

Atomic partial charges in e from the natural (NBO) method, atoms 1 to 2: 0.090, 0.015


ORCA calculation (wB97M-V/def2-TZVPD) on an isolated molecule of C4H4N2OS at a distorted geometry.

```
! RIJCOSX wB97M-V def2-TZVPD def2/J DEFGRID3
* xyz 0 1
C 2.067 -0.773 -0.007
C 0.804 -1.140 0.003
C -1.934 1.168 -0.011
C -0.479 1.069 0.003
H 2.858 -1.550 -0.005
H 2.383 0.259 0.020
H 0.474 -2.195 -0.014
H -2.493 2.064 0.007
N -0.301 -0.264 0.005
N -2.494 0.018 0.001
O -1.532 -0.930 -0.001
S 0.647 2.275 -0.001
*
```

Computed properties:
Total energy, eV: -20072.127
Structure (SMILES): C=Cn1oncc1=S
HOMO level, eV: -8.759

Atomic partial charges in e from the natural (NBO) method, atoms 1 to 2: -0.394, -0.057


ORCA calculation (wB97M-V/def2-TZVPD) on an isolated molecule of C4H4N2OS at a distorted geometry.

```
! RIJCOSX wB97M-V def2-TZVPD def2/J DEFGRID3
* xyz 0 1
C -1.097 0.405 0.002
C 0.234 -0.031 0.062
C 0.939 -1.152 0.235
C 2.334 0.491 -0.169
H -0.306 2.032 0.329
H 0.310 -2.141 0.193
H 3.097 -1.531 -0.377
H 3.311 0.923 -0.064
N 2.272 -0.832 0.137
N 1.181 1.065 -0.209
O -1.311 1.689 0.172
S -2.160 -0.794 -0.108
*
```

Computed properties:
Total energy, eV: -20073.940
Structure (SMILES): OC(=S)c1c[nH]cn1
HOMO level, eV: -8.477

Atomic partial charges in e from the natural (NBO) method, atoms 1 to 2: 0.203, -0.061


ORCA calculation (wB97M-V/def2-TZVPD) on a structure of composition C4H4N2OS at a distorted geometry.

```
! RIJCOSX wB97M-V def2-TZVPD def2/J DEFGRID3
* xyz 0 1
C -0.752 -0.163 -0.465
C -1.479 -0.047 0.785
C -0.663 0.172 1.787
C 1.666 0.451 -0.866
H -0.250 -1.092 -2.477
H -2.510 -0.101 0.974
H -0.841 -0.063 2.830
H 1.442 0.038 -1.909
N -1.099 -0.507 -1.674
N 0.627 0.192 -0.013
O 0.763 0.124 1.429
S 3.097 0.997 -0.402
*
```

Computed properties:
Total energy, eV: -20070.821
HOMO level, eV: -8.742

Atomic partial charges in e from the natural (NBO) method, atoms 1 to 2: 0.390, -0.343


ORCA calculation (wB97M-V/def2-TZVPD) on an isolated molecule of C4H4N2S at a distorted geometry.

```
! RIJCOSX wB97M-V def2-TZVPD def2/J DEFGRID3
* xyz 0 1
C 1.338 -0.098 -0.221
C 0.373 0.970 0.219
C -0.732 -0.246 0.390
C -1.865 -0.221 -0.470
H 0.626 1.451 1.161
H 0.136 1.625 -0.588
H -0.988 -0.433 1.503
H 0.575 -2.057 -0.071
N 0.420 -1.064 -0.023
N -2.740 0.113 -1.199
S 2.857 -0.040 -0.701
*
```

Computed properties:
Total energy, eV: -18026.597
Structure (SMILES): N#C[C@@H]1CC(=S)N1
HOMO level, eV: -8.877

Atomic partial charges in e from the natural (NBO) method, atoms 1 to 2: 0.077, -0.410


ORCA calculation (wB97M-V/def2-TZVPD) on an isolated molecule of C4H4N2S at a distorted geometry.

```
! RIJCOSX wB97M-V def2-TZVPD def2/J DEFGRID3
* xyz 0 1
C -0.586 0.071 -1.325
C -0.221 0.219 0.036
C 0.617 -0.617 0.912
C 0.941 0.204 1.906
H -1.731 -0.762 -3.115
H -1.129 0.981 -1.665
H 0.842 -1.712 0.668
H 1.404 -0.248 2.767
N 0.438 1.460 1.679
N -0.224 1.576 0.630
S -0.351 -1.173 -2.493
*
```

Computed properties:
Total energy, eV: -18024.775
Structure (SMILES): S/C=C1\C=CN=N1
HOMO level, eV: -9.208

Atomic partial charges in e from the natural (NBO) method, atoms 1 to 2: -0.268, -0.023


ORCA calculation (wB97M-V/def2-TZVPD) on an isolated molecule of C4H4N2S at a distorted geometry.

```
! RIJCOSX wB97M-V def2-TZVPD def2/J DEFGRID3
* xyz 0 1
C 1.617 1.062 -0.534
C -0.147 -0.221 -0.338
C 0.902 -1.243 0.159
C -1.203 -0.186 0.770
N 0.441 0.894 -0.909
N -1.505 -0.502 -0.613
S 2.190 -0.356 0.388
H 2.455 1.707 -0.690
H -1.130 -0.840 1.718
H -1.555 0.924 1.026
H -2.067 -1.238 -0.978
*
```

Computed properties:
Total energy, eV: -18023.125
HOMO level, eV: -9.017

Atomic partial charges in e from the natural (NBO) method, atoms 1 to 2: -0.076, 0.085


ORCA calculation (wB97M-V/def2-TZVPD) on the ion C4H4N3 with charge +1 at a distorted geometry.

```
! RIJCOSX wB97M-V def2-TZVPD def2/J DEFGRID3
* xyz 1 1
C 0.820 -0.455 -2.076
C 0.132 0.101 -0.073
C -0.592 0.019 2.277
C -0.419 0.057 -1.430
N 1.858 -0.095 -0.400
N 1.956 -0.102 -1.634
N -0.286 0.092 1.074
H -0.828 -0.944 2.716
H -0.654 0.912 2.888
H -0.717 1.037 -1.826
H -1.270 -0.622 -1.517
*
```

Computed properties:
Total energy, eV: -8668.436
Structure (SMILES): C=NC1=N[N+]#CC1
HOMO level (alpha / beta), eV: -14.398 / -14.201

Atomic partial charges in e from the natural (NBO) method, atoms 1 to 2: 0.457, 0.433


ORCA calculation (wB97M-V/def2-TZVPD) on the ion C4H4N3O4 with charge -1 at a distorted geometry.

```
! RIJCOSX wB97M-V def2-TZVPD def2/J DEFGRID3
* xyz -1 1
C 2.138 -0.570 -0.295
C -0.324 -0.919 -0.149
C -1.757 0.956 -0.182
C 2.000 0.935 -0.215
N 1.024 -1.333 -0.124
N -0.612 0.281 -0.472
N -2.311 0.647 1.028
O 2.511 1.696 0.590
O 3.245 -0.927 -0.518
O -0.988 -1.846 0.346
O -2.200 1.787 -0.942
H 1.580 1.222 -1.196
H 1.157 -2.319 -0.103
H -2.190 -0.364 1.044
H -3.272 0.755 1.187
*
```

Computed properties:
Total energy, eV: -16875.305
Structure (SMILES): N/C([O-])=N\C(=O)NC(=O)C=O
HOMO level, eV: -5.434

Atomic partial charges in e from the natural (NBO) method, atoms 1 to 2: 0.593, 0.747


ORCA calculation (wB97M-V/def2-TZVPD) on the ion C4H4N3S with charge +1 at a distorted geometry.

```
! RIJCOSX wB97M-V def2-TZVPD def2/J DEFGRID3
* xyz 1 1
C 1.077 0.239 -0.370
C 0.726 1.267 0.527
C -0.403 -1.153 0.758
C -1.446 -0.049 0.258
N -3.745 -0.333 -0.696
N 0.776 -1.086 0.391
N -2.721 -0.212 -0.192
S -0.846 1.484 0.997
H 1.900 0.153 -1.039
H 1.294 2.174 0.839
H -0.909 -1.844 1.378
H -0.074 0.170 -0.929
*
```

Computed properties:
Total energy, eV: -19505.987
HOMO level (alpha / beta), eV: -14.523 / -14.523

Atomic partial charges in e from the natural (NBO) method, atoms 1 to 2: -0.345, -0.249


ORCA calculation (wB97M-V/def2-TZVPD) on an isolated molecule of C4H4N4 at a distorted geometry.

```
! RIJCOSX wB97M-V def2-TZVPD def2/J DEFGRID3
* xyz 0 1
C 0.339 -0.121 0.958
C -0.009 1.207 0.339
C -0.760 1.553 -0.763
C -1.313 0.211 -0.949
H 0.769 -0.872 2.621
H 0.813 1.761 1.122
H -0.896 2.556 -1.053
H -2.505 0.120 -1.214
N 0.070 -0.172 2.212
N -0.466 -0.895 -1.201
N 0.888 -1.051 -1.036
N 1.261 -0.834 0.170
*
```

Computed properties:
Total energy, eV: -10166.307
Structure (SMILES): [H]/N=c1/cccnnn1
HOMO level, eV: -10.042

Atomic partial charges in e from the natural (NBO) method, atoms 1 to 2: 0.308, -0.161